(1)
Density functional theory data (ωB97M-V/def2-TZVPD) for the molecule C2H4N4O.

Values from the calculation:
- energy relative to the best compared isomer or geometry (same formula, charge and spin) (kJ/mol) = 462.49
- LUMO (eV) = 0.2
- HOMO-LUMO gap (eV) = 9.7260
- DFT total energy (eV) = -10142.341
- highest occupied orbital energy (eV) = -9.50
- SMILES = CNc1nnon1

Cartesian coordinates (Å):
1 C 0.4139 0.1815 0.0004
2 N -0.6636 -0.5085 0.5188
3 C -2.2250 -0.2099 0.1849
4 N -3.1889 -1.1688 0.0346
5 N -4.2462 -0.5399 -0.1487
6 O -4.0210 0.7995 -0.0563
7 N -2.7178 1.0172 0.2093
8 H 1.3272 0.0649 0.7587
9 H 0.9835 -0.2407 -0.8353
10 H 0.1246 1.1985 -0.2011
11 H -0.6867 -1.4536 0.4881

***

(2)
Density functional theory data (ωB97M-V/def2-TZVPD) for the molecule C2H4N4O2.

Values from the calculation:
- energy relative to the best compared isomer or geometry (same formula, charge and spin) (kJ/mol) = 202.01
- LUMO (eV) = 0.5
- HOMO-LUMO gap (eV) = 8.8283
- DFT total energy (eV) = -12191.394
- highest occupied orbital energy (eV) = -8.34
- SMILES = [H]/N=c1\[nH]c(O)nn1O

Cartesian coordinates (Å):
1 H 1.7529 2.4536 -0.0073
2 N 1.9295 1.4081 -0.1535
3 C 0.8552 0.7215 0.0118
4 N -0.5325 1.1280 0.1548
5 C -1.2963 -0.0103 0.0257
6 O -2.5524 0.0676 -0.2036
7 N -0.5599 -1.0578 0.0875
8 N 0.6978 -0.6287 0.3354
9 O 1.5408 -1.5516 -0.2672
10 H -0.9000 2.0355 0.0597
11 H -2.9249 -0.8453 0.0751
12 H 2.0662 -1.9870 0.4433

***

(3)
Density functional theory data (ωB97M-V/def2-TZVPD) for the molecule C2H4N4O2.

Values from the calculation:
- energy relative to the best compared isomer or geometry (same formula, charge and spin) (kJ/mol) = 595.15
- LUMO (eV) = -1.0
- HOMO-LUMO gap (eV) = 8.9847
- DFT total energy (eV) = -12187.319
- highest occupied orbital energy (eV) = -10.01

Cartesian coordinates (Å):
1 C 1.3725 -0.9288 0.0943
2 C -0.4178 0.9770 -0.1209
3 N 1.3489 -0.0614 -1.1098
4 N 0.4715 0.7554 -1.1318
5 N 0.4076 -0.4431 1.0075
6 N -1.8508 0.6176 -0.1378
7 O -2.5438 1.3052 0.5575
8 O -2.1711 -0.3434 -0.7989
9 H 1.2082 -1.8488 -0.3496
10 H 2.5083 -0.7654 0.4562
11 H -0.0720 1.9142 0.3726
12 H -0.2616 -1.1785 1.1608

***

(4)
Density functional theory data (ωB97M-V/def2-TZVPD) for the molecule C2H4N4O2.

Values from the calculation:
- energy relative to the best compared isomer or geometry (same formula, charge and spin) (kJ/mol) = 407.77
- LUMO (eV) = 0.0
- HOMO-LUMO gap (eV) = 8.3321
- DFT total energy (eV) = -12189.261
- highest occupied orbital energy (eV) = -8.32
- SMILES = O/N=c1\ncn(O)[nH]1

Cartesian coordinates (Å):
1 O 2.7394 0.1244 0.3377
2 N 1.7493 -0.7579 0.0580
3 C 0.6482 -0.2095 -0.1988
4 N 0.3179 1.1526 -0.0231
5 C -0.9648 1.1763 -0.2016
6 N -1.5321 -0.0975 -0.4036
7 O -2.2404 -0.3634 0.7467
8 N -0.4430 -0.9715 -0.5361
9 H 2.4462 0.9798 -0.0273
10 H -1.5669 2.0753 -0.2380
11 H -3.1386 -0.3147 0.4547
12 H -0.4768 -1.9084 -0.1280

***

(5)
Density functional theory data (ωB97M-V/def2-TZVPD) for a structure of composition C2H4N4O2.

Values from the calculation:
- energy relative to the best compared isomer or geometry (same formula, charge and spin) (kJ/mol) = 402.11
- LUMO (eV) = 0.5
- HOMO-LUMO gap (eV) = 8.9898
- DFT total energy (eV) = -12189.320
- highest occupied orbital energy (eV) = -8.46

Cartesian coordinates (Å):
1 C 0.6515 0.2721 0.0544
2 C -1.4318 -0.1868 -0.0116
3 H 3.8457 -0.3128 -0.4669
4 H 2.9832 -1.3628 0.8945
5 H 0.3218 2.1529 -0.3837
6 H -3.1274 -0.5995 -0.2662
7 N 2.6798 -0.7732 -0.2736
8 N 1.9447 0.3679 0.0248
9 N -0.0963 1.4081 0.2695
10 N -1.4717 1.1445 -0.2067
11 O -2.3830 -1.0949 -0.0701
12 O -0.2091 -0.8327 0.2284

***

(6)
Density functional theory data (ωB97M-V/def2-TZVPD) for the molecule C2H4N4O2.

Values from the calculation:
- energy relative to the best compared isomer or geometry (same formula, charge and spin) (kJ/mol) = 488.68
- LUMO (eV) = 0.3
- HOMO-LUMO gap (eV) = 8.5322
- DFT total energy (eV) = -12188.423
- highest occupied orbital energy (eV) = -8.24
- SMILES = Nn1[nH]nc(O)c1=O

Cartesian coordinates (Å):
1 N -0.3953 -2.4830 -0.0451
2 N -0.2898 -1.0806 0.0950
3 N -1.1647 -0.2108 0.8471
4 N -0.7146 1.1376 1.0827
5 C 0.1736 1.1125 0.2093
6 O 0.5702 2.3056 0.0148
7 C 0.4385 -0.1856 -0.6018
8 O 1.2359 -0.1398 -1.5339
9 H -0.4117 -2.9624 -1.0966
10 H 0.2196 -3.0674 0.7930
11 H -1.4984 -0.8333 1.5948
12 H 1.5210 2.4327 -0.6410

***

The lowest DFT total energy belongs to which entry? number 2